74
Properties=species:S:1:pos:R:3 method="wB97M-V/def2-TZVPD" energy_ev=-103334.9962 lumo_ev="-5.3 / -8.8" relative_energy_kcal_mol=0.0 gap_ev="7.22 / 5.15" largest_force_ev_per_a=0.6 spin_multiplicity=6 charge=+2
Sb -4.470 1.203 -0.788
Pd -1.493 -0.185 0.037
S -0.765 -5.108 -3.033
S 0.801 -3.025 1.128
S -3.492 -2.548 -0.938
F -3.336 2.692 -0.820
F -5.161 1.555 -2.477
F -3.017 0.159 -1.648
F -3.478 0.665 0.821
F -5.369 -0.454 -0.656
F -5.778 2.066 0.209
O 0.404 3.634 -1.227
O -0.658 1.615 -1.062
O -0.440 -1.546 -1.251
O 0.875 2.111 1.617
O -1.847 -1.442 1.990
N 1.633 6.060 -0.065
N 2.619 4.137 0.703
N -1.283 -0.379 3.943
N -0.506 0.326 1.841
N 2.056 0.452 -0.666
N 3.937 5.907 0.014
C 3.673 3.137 0.771
C -1.979 -3.341 -0.548
C -4.308 -3.524 0.142
C -0.722 -2.902 -1.236
C 0.576 -3.262 -0.584
C 1.780 -3.593 -1.209
C -2.117 -1.289 4.729
C -1.393 -4.823 -4.586
C 0.107 1.548 3.790
C -1.533 -2.720 -3.648
C -0.618 0.679 4.514
C -1.227 -0.525 2.594
C -3.491 -4.497 0.744
C 0.202 1.381 2.353
C 2.828 -3.712 -0.307
C -0.967 -3.445 -2.612
C 2.732 5.362 0.219
C -2.174 -4.402 0.336
C 4.131 2.601 -0.595
C 0.168 2.473 -1.171
C 3.080 2.474 -1.701
C -1.759 -3.511 -4.782
C 1.975 1.455 -1.580
C 2.436 -3.428 0.994
H 3.834 -4.004 -0.571
H -3.865 -5.214 1.460
H 1.567 1.125 -2.531
H 0.749 5.583 -0.145
H 3.255 2.352 1.396
H -1.934 -2.312 4.412
H 1.866 -3.752 -2.274
H 1.360 -0.278 -0.745
H 4.025 6.852 -0.315
H -3.170 -1.054 4.590
H 2.261 0.711 0.289
H -1.462 -5.635 -5.293
H 3.059 -3.464 1.875
H -5.367 -3.382 0.299
H -1.759 -1.665 -3.570
H -1.380 -5.047 0.681
H -1.852 -1.182 5.777
H 3.622 2.212 -2.616
H 4.533 3.526 1.322
H 0.622 2.372 4.258
H -2.169 -3.144 -5.710
H 4.632 1.645 -0.425
H 4.765 5.462 0.369
H 2.629 3.446 -1.907
H -0.720 0.760 5.588
H 1.685 7.013 -0.379
H 1.686 3.776 0.865
H 4.899 3.264 -0.999